(1)
{"formula": "C50H31I4N5S2W", "method": "wB97M-V/def2-TZVPD", "e_tot_ev": -115706.0804, "e_homo_ha": [-0.2415, -0.2416], "relative_energy_kcal_mol": 0.00, "largest_force_ev_per_a": 1.23, "orbital_gap_ev": [5.00, 5.00], "lumo_energy_ev": [-1.575, -1.576], "mol_weight_g_mol": 1457.423, "elements": ["W", "I", "I", "I", "I", "S", "S", "N", "N", "N", "N", "N", "C", "C", "C", "C", "C", "C", "C", "C", "C", "C", "C", "C", "C", "C", "C", "C", "C", "C", "C", "C", "C", "C", "C", "C", "C", "C", "C", "C", "C", "C", "C", "C", "C", "C", "C", "C", "C", "C", "C", "C", "C", "C", "C", "C", "C", "C", "C", "C", "C", "C", "H", "H", "H", "H", "H", "H", "H", "H", "H", "H", "H", "H", "H", "H", "H", "H", "H", "H", "H", "H", "H", "H", "H", "H", "H", "H", "H", "H", "H", "H", "H"], "xyz": [[0.2218, 0.1441, -0.6078], [7.9668, -0.7584, -6.4014], [-7.4029, 1.3935, 5.2989], [5.4661, -4.3762, 6.4993], [-2.6386, 8.2689, -5.5754], [-1.5121, -1.5398, -0.0864], [0.7900, -1.5929, -2.2559], [1.0407, 1.4948, -2.0386], [-1.5997, 0.2702, -2.4489], [-1.0608, 1.8365, -0.2231], [0.1759, 0.0982, 1.5707], [2.2955, -0.1689, -0.1512], [6.1836, 0.9076, -4.6230], [-2.0573, 1.0510, 1.8842], [3.4790, -3.1169, 2.8687], [-5.7002, 0.9677, 2.8409], [0.1918, -1.1747, 3.4979], [5.5617, -1.4227, -4.7006], [5.1294, 1.1527, -3.7546], [4.1761, -3.8488, 3.8193], [-4.5244, 0.8986, 2.1094], [-3.2900, 1.1282, 2.7117], [-2.2629, 3.7985, -0.3801], [2.0088, 1.7993, -4.1044], [-0.2391, 5.4489, -3.3392], [-2.4501, 4.5366, -3.3996], [4.2900, 0.1206, -3.3469], [-1.0340, 0.2068, 2.2414], [-2.8889, 5.6248, -4.1390], [-1.0345, -5.1340, -2.8205], [3.0037, -1.8404, 3.1545], [0.9566, 2.6521, -4.0277], [4.2961, -0.9703, 0.6906], [-1.3173, -2.9287, -1.1368], [2.9013, -0.7178, 0.9532], [-5.6433, 1.2786, 4.1917], [2.2624, -1.0624, 2.1224], [0.3810, 2.4936, -2.7259], [4.5247, -0.6152, -0.5854], [-2.1761, -4.0253, -1.0203], [3.2354, -1.3081, 4.4196], [-1.0354, -0.6291, 3.4091], [-1.9907, 6.6278, -4.4709], [-0.6641, 6.5459, -4.0738], [-2.0370, -5.1202, -1.8529], [-1.1234, 4.4307, -2.9900], [-0.6520, 3.2555, -2.2041], [-3.2578, 1.4442, 4.0666], [-0.3140, -2.9456, -2.0991], [4.5148, -1.1647, -3.8261], [-0.1813, -4.0526, -2.9412], [-2.7183, 3.1371, 0.7081], [4.4031, -3.2947, 5.0702], [3.2823, -0.1093, -1.1132], [-4.4262, 1.5209, 4.8106], [2.0853, 1.1331, -2.8421], [-1.9572, 1.9281, 0.7999], [3.1606, 0.3632, -2.4041], [-1.2594, 2.9729, -0.9844], [6.3903, -0.3822, -5.0921], [3.9338, -2.0263, 5.3795], [0.9413, -0.7093, 2.3618], [3.8560, -1.9663, -3.5139], [-2.5583, 4.7748, -0.7239], [2.8717, -0.3148, 4.6529], [4.5302, -4.8434, 3.5873], [5.4556, -0.6494, -1.1258], [-3.4585, 3.4619, 1.4199], [-2.9539, -4.0042, -0.2666], [-0.9227, -5.9858, -3.4788], [5.7253, -2.4245, -5.0724], [5.0006, -1.3587, 1.4065], [-1.2269, -0.2602, -3.2323], [0.5640, -1.8516, 4.2479], [-1.8728, -0.7822, 4.0675], [-4.3848, 1.7728, 5.8610], [-2.3107, 1.6646, 4.5436], [0.0343, 7.3305, -4.3296], [0.5997, -4.0521, -3.6921], [-1.9283, 1.1697, -2.7885], [-2.7069, -5.9640, -1.7505], [0.7920, 5.3925, -3.0136], [-3.9215, 5.6865, -4.4528], [-4.5593, 0.6379, 1.0585], [6.8371, 1.7130, -4.9277], [0.5958, 3.3216, -4.7901], [2.6782, 1.6419, -4.9333], [-6.6499, 0.7778, 2.3608], [-2.3816, -0.2461, -2.0553], [4.1128, -1.5986, 6.3560], [3.2878, -3.5477, 1.8934], [-3.1501, 3.7468, -3.1551], [4.9615, 2.1553, -3.3802]], "forces_ev_per_a": [[-0.42, -1.09, -0.41], [0.06, -0.01, -0.04], [-0.07, 0.00, 0.04], [0.02, -0.03, 0.04], [-0.02, 0.06, -0.04], [0.14, 0.24, 0.04], [-0.01, 0.33, 0.22], [0.07, 0.06, -0.25], [0.05, 0.10, -0.04], [0.01, 0.29, 0.20], [0.00, -0.12, 0.08], [0.15, 0.27, 0.14], [-0.05, -0.04, 0.02], [-0.02, 0.01, 0.08], [-0.01, -0.05, -0.01], [0.05, 0.01, 0.00], [0.08, 0.03, -0.03], [-0.04, 0.05, 0.04], [0.02, -0.01, 0.00], [-0.04, 0.05, 0.00], [-0.04, -0.09, -0.01], [0.00, -0.01, 0.00], [0.07, -0.01, -0.12], [0.01, -0.02, 0.06], [0.00, 0.05, 0.07], [-0.03, -0.06, -0.06], [-0.06, 0.03, 0.01], [0.00, -0.10, -0.03], [0.04, -0.02, 0.03], [-0.02, 0.02, 0.02], [-0.02, 0.02, -0.05], [-0.01, 0.03, 0.05], [-0.11, -0.03, 0.10], [-0.02, -0.06, 0.02], [0.17, -0.01, -0.15], [0.03, 0.00, -0.03], [0.00, -0.07, 0.17], [0.00, 0.02, -0.06], [-0.10, 0.07, -0.12], [0.01, 0.03, 0.00], [0.02, 0.02, 0.02], [-0.02, 0.03, -0.05], [0.02, -0.03, 0.02], [-0.02, -0.05, 0.02], [0.03, 0.01, -0.01], [0.01, 0.01, 0.02], [0.06, 0.02, -0.09], [0.04, 0.11, 0.04], [0.00, -0.07, -0.03], [0.02, -0.08, -0.03], [-0.02, 0.01, 0.02], [0.02, -0.13, 0.05], [-0.01, 0.02, -0.01], [0.09, -0.15, 0.07], [0.01, -0.02, -0.06], [0.05, 0.08, -0.04], [-0.15, 0.19, 0.00], [0.10, 0.02, -0.10], [-0.13, 0.06, 0.08], [-0.01, 0.03, 0.02], [-0.03, -0.01, -0.06], [-0.03, -0.02, 0.09], [-0.01, 0.01, 0.00], [-0.02, -0.01, -0.06], [0.01, 0.00, 0.00], [0.01, 0.00, -0.01], [0.00, 0.00, -0.03], [0.00, -0.01, 0.01], [0.00, 0.00, 0.01], [0.00, -0.01, 0.00], [0.00, -0.01, 0.00], [-0.01, 0.00, 0.03], [-0.01, 0.01, 0.04], [0.01, -0.01, 0.00], [-0.02, 0.04, 0.01], [-0.01, 0.01, 0.00], [0.01, -0.04, -0.01], [0.00, 0.01, 0.00], [0.01, 0.00, 0.00], [0.01, -0.03, 0.01], [-0.01, 0.00, 0.00], [0.01, -0.02, -0.01], [0.00, 0.00, -0.01], [0.00, 0.01, 0.00], [0.01, 0.00, 0.00], [0.01, 0.04, 0.00], [0.01, 0.01, 0.00], [-0.01, -0.01, 0.00], [0.05, 0.00, 0.02], [0.01, 0.00, 0.00], [0.01, 0.00, 0.00], [-0.01, 0.01, 0.04], [0.01, 0.00, 0.00]]}



(2)
{"formula": "C50H32N13S3Tl", "method": "wB97M-V/def2-TZVPD", "e_tot_ev": -108932.8803, "e_homo_ha": -0.2237, "relative_energy_kcal_mol": 188.96, "largest_force_ev_per_a": 1.31, "orbital_gap_ev": 4.59, "lumo_energy_ev": -1.500, "mol_weight_g_mol": 1115.481, "elements": ["Tl", "S", "S", "S", "N", "N", "N", "N", "N", "N", "N", "N", "N", "N", "N", "N", "N", "C", "C", "C", "C", "C", "C", "C", "C", "C", "C", "C", "C", "C", "C", "C", "C", "C", "C", "C", "C", "C", "C", "C", "C", "C", "C", "C", "C", "C", "C", "C", "C", "C", "C", "C", "C", "C", "C", "C", "C", "C", "C", "C", "C", "C", "C", "C", "C", "C", "C", "H", "H", "H", "H", "H", "H", "H", "H", "H", "H", "H", "H", "H", "H", "H", "H", "H", "H", "H", "H", "H", "H", "H", "H", "H", "H", "H", "H", "H", "H", "H", "H"], "xyz": [[-0.5643, 0.5001, 0.4477], [5.0324, -3.1625, -1.9368], [1.6328, 1.5504, 1.6677], [3.3130, 3.6160, 0.6994], [1.4338, -0.9052, -0.2975], [-1.4820, 3.7049, -0.2228], [-2.3585, 2.3365, -1.7195], [-0.6002, 3.8202, 0.9593], [-0.7209, 2.5716, 3.0255], [0.7299, 4.0040, 0.6931], [-1.6141, 0.4764, 2.4588], [-2.0833, -1.8934, 2.4603], [-0.0103, 2.3129, -1.6942], [6.8767, -4.0650, 2.1437], [-1.1102, -1.9817, -2.2658], [-1.7229, -1.4425, 0.0592], [-1.1709, 0.4178, -2.2874], [-1.9305, -3.6116, -0.6473], [5.5215, -4.7410, 0.2908], [3.2151, 5.3575, 0.1897], [-0.7843, -0.8375, -2.7651], [-5.1255, 3.8703, 0.7529], [3.6175, -2.2797, -1.2894], [-4.0226, 4.0750, -0.0644], [-5.0059, 3.2289, 1.9835], [2.0626, -0.9284, -5.2834], [2.5153, -2.9685, -0.8044], [6.5969, -2.6026, 0.2709], [-1.8681, -0.7438, 3.0539], [0.3189, -0.5934, -3.7040], [-2.6647, 3.0758, 1.6585], [-1.1911, 2.3415, -0.8710], [-2.5193, 3.6777, -3.7348], [-1.2327, 3.0593, 1.9464], [-1.2198, 1.3749, 3.3983], [1.7924, 1.2550, -4.2685], [-1.8897, -1.4403, 5.5551], [-1.2754, 0.7549, 4.7008], [0.7388, 0.7429, -3.5339], [-3.7705, 2.8284, 2.4598], [-1.9364, -4.8223, -1.3417], [1.0029, -1.4480, -4.5528], [5.7734, -3.5341, -0.3409], [-1.5538, 4.4691, -1.4981], [-1.0006, 1.2203, 5.9828], [-2.1687, 3.6023, -2.4043], [-1.6276, -2.2604, -1.0429], [-2.3533, -5.9483, 0.7700], [-2.1640, -3.5828, 0.7392], [1.4526, -2.2391, -0.3078], [-2.8118, 3.6408, 0.4171], [3.6113, -0.8953, -1.2637], [-0.1242, 1.3208, -2.5063], [-2.1415, -5.9783, -0.6184], [7.1205, -2.9190, 1.5176], [-2.5362, 1.0772, -2.3902], [-2.3744, -4.7554, 1.4621], [-2.0069, -2.2149, 1.1726], [2.4931, -0.2485, -0.7648], [-2.9159, 2.4810, -4.3909], [-1.1563, 0.3383, 7.0354], [2.4424, 0.4071, -5.1540], [-1.5978, -0.9735, 6.8242], [-2.9698, 1.2596, -3.8003], [1.6492, 3.1541, 1.0140], [6.0974, -4.9528, 1.5371], [-1.7261, -0.5665, 4.4879], [-3.2692, 0.3703, -4.3385], [6.8219, -1.6592, -0.2066], [-4.1151, 4.5410, -1.0347], [-3.6663, 2.3533, 3.4261], [-2.4762, -6.8828, 1.3028], [5.9230, -5.8782, 2.0752], [2.4818, -4.0488, -0.8116], [-0.9298, 0.6625, 8.0430], [4.4483, -0.3223, -1.6340], [-6.0972, 4.2095, 0.4202], [-1.2735, 5.5021, -1.5616], [-2.2390, -2.4495, 5.3814], [-2.1300, -6.9336, -1.1283], [2.4633, 0.8325, -0.7211], [7.7644, -2.2186, 2.0382], [-2.4108, 4.6039, -4.2795], [-3.1949, 2.5571, -5.4360], [2.0957, 2.2883, -4.1552], [0.5813, -2.7418, 0.0982], [-5.8886, 3.0581, 2.5854], [-3.2161, 0.4446, -1.8093], [3.7859, 5.9544, 0.8965], [0.6859, -2.4777, -4.6544], [-1.7054, -1.6356, 7.6739], [-1.7680, -4.8512, -2.4106], [-0.6572, 2.2352, 6.1368], [2.6058, -1.5684, -5.9675], [2.1666, 5.6393, 0.1958], [3.6350, 5.4435, -0.8086], [-2.5250, -4.7042, 2.5323], [4.8990, -5.4945, -0.1712], [3.2671, 0.7838, -5.7457]], "forces_ev_per_a": [[-0.23, 0.54, -0.22], [0.01, -0.02, 0.25], [-0.44, -0.08, -0.21], [0.12, 0.17, -0.08], [-0.27, 0.00, -0.09], [-0.22, -0.28, -0.23], [0.26, 0.19, -0.13], [-0.13, -0.50, 0.51], [0.17, 0.01, 0.21], [0.21, 0.43, -0.20], [0.78, 0.66, 0.07], [0.35, 0.94, 0.81], [0.18, 0.26, -0.41], [0.07, -0.04, 0.15], [0.66, 0.61, -0.95], [0.46, 0.14, -0.45], [0.16, -0.12, 0.27], [0.01, 0.60, 0.16], [0.08, 0.01, 0.09], [0.06, -0.33, 0.13], [-0.53, -0.76, 0.50], [0.11, 0.01, -0.12], [0.13, -0.07, -0.11], [-0.21, 0.13, -0.19], [0.03, -0.09, 0.17], [0.06, -0.01, -0.02], [0.02, 0.04, 0.03], [0.03, -0.08, 0.13], [-0.47, -1.06, -0.21], [0.36, 0.28, -0.16], [-0.12, 0.22, -0.60], [0.11, -1.09, 0.50], [-0.07, 0.24, 0.01], [-0.09, 0.42, -0.03], [-0.13, -0.52, -0.61], [0.03, 0.10, 0.19], [-0.04, 0.02, 0.02], [-0.23, -0.32, 0.17], [0.15, -0.53, -0.21], [0.01, 0.04, 0.10], [0.02, -0.37, -0.07], [-0.16, 0.03, 0.06], [-0.09, 0.05, -0.33], [0.10, 0.46, -0.19], [0.07, 0.03, -0.06], [0.24, -0.16, 0.01], [-0.59, 0.04, 0.96], [-0.01, 0.20, 0.42], [0.20, 0.68, 0.02], [-0.19, -0.10, 0.10], [0.01, -0.30, 0.60], [-0.14, 0.00, -0.07], [0.01, 0.46, 0.65], [0.05, 0.10, -0.45], [-0.02, 0.05, -0.08], [-0.32, -0.11, -0.26], [-0.08, -0.36, -0.03], [-0.28, -0.84, -0.47], [0.18, 0.08, -0.20], [0.01, -0.18, 0.23], [0.03, 0.12, 0.09], [0.07, -0.08, -0.01], [-0.02, -0.07, -0.08], [-0.06, -0.02, -0.12], [-0.31, -0.18, 0.05], [-0.03, -0.01, -0.06], [0.13, 0.25, 0.12], [-0.06, 0.05, -0.02], [-0.01, 0.01, 0.01], [0.05, -0.03, 0.01], [-0.01, 0.06, 0.03], [-0.06, 0.01, 0.00], [-0.02, 0.00, -0.04], [-0.01, 0.00, 0.01], [-0.02, 0.01, -0.01], [0.03, 0.00, -0.01], [0.00, -0.04, -0.03], [-0.05, -0.01, 0.12], [0.04, -0.01, 0.03], [-0.01, 0.00, 0.00], [-0.08, -0.02, -0.07], [-0.01, 0.01, -0.03], [-0.07, 0.00, 0.03], [-0.01, -0.04, -0.01], [-0.01, -0.03, 0.03], [0.01, 0.02, -0.05], [0.01, 0.01, 0.00], [0.11, -0.06, 0.03], [-0.02, 0.05, -0.03], [0.06, -0.01, 0.00], [-0.01, 0.01, 0.00], [0.02, 0.02, 0.01], [0.01, -0.01, 0.04], [-0.04, 0.02, -0.01], [0.01, 0.08, -0.06], [-0.06, 0.07, -0.03], [-0.01, -0.08, 0.00], [-0.02, 0.01, 0.00], [-0.02, 0.00, -0.01]]}